1.
15
Properties=species:S:1:pos:R:3:forces:R:3:mulliken_charge:R:1 method="wB97M-V/def2-TZVPD" gap_ev=9.95 de_lowest_kj_mol=597.0 e_homo_ev=-9.625
C 0.29662 -0.20095 -0.46332 -3.12 -0.11 -1.23 0.436
C -2.23250 0.80083 -0.29033 -1.46 -4.33 3.73 0.078
C 1.95448 -0.41840 2.31957 -0.47 1.89 6.24 0.141
H 0.62592 -1.05856 -2.28123 1.19 0.38 1.28 0.256
H 2.09996 -1.22374 -1.09052 -3.55 1.75 -1.35 0.315
H -0.93324 0.97863 -1.74456 0.97 -1.21 0.59 0.158
H -2.58663 0.09230 0.77242 1.60 2.52 -3.06 0.248
H -2.33001 1.59382 -1.83490 -4.20 0.81 2.15 0.247
H 2.71276 -1.06870 2.76122 0.71 -0.25 -0.94 0.309
N 1.17368 -0.68229 -1.46857 0.91 -0.57 1.72 -0.499
N -0.96540 0.33863 -0.91459 -1.26 1.66 -1.93 -0.215
N -3.17842 1.46244 -0.85943 6.22 -0.46 -3.09 -0.471
N 0.24187 -0.27989 0.80748 3.29 0.42 0.07 -0.321
O 1.65342 -0.68146 1.09402 -1.50 -0.66 -0.42 -0.181
O 1.46748 0.34734 3.19273 0.68 -1.84 -3.75 -0.500

2.
69
Properties=species:S:1:pos:R:3:forces:R:3:mulliken_charge:R:1 method="wB97M-V/def2-TZVPD" spin_multiplicity=2 gap_ev="6.72 / 6.59" e_homo_ev="-7.749 / -7.841"
Ru -0.20712 0.41022 -0.58511 -0.24 -0.70 -0.80 0.797
C 0.98375 2.25227 1.81641 0.21 0.16 -0.23 -1.424
N -0.07839 1.26379 1.88115 -0.24 -0.36 -0.16 1.159
C -1.40441 1.83917 2.05449 -0.07 0.00 0.03 -1.159
C -1.74898 2.71202 0.87942 -0.14 0.01 0.13 0.416
C -2.48438 3.88240 1.00161 0.00 -0.08 -0.06 -1.072
C -2.81938 4.58272 -0.14726 0.13 -0.21 -0.08 -0.690
C -2.36256 4.11635 -1.37093 -0.07 -0.14 0.11 -1.017
C -1.60288 2.95628 -1.41122 -0.16 0.43 -0.29 -0.486
N -1.33348 2.26916 -0.30435 0.57 -0.29 -0.08 1.559
C 0.22096 0.26386 2.88812 0.01 -0.05 -0.02 -1.683
C -0.42215 -1.06866 2.60232 -0.08 -0.19 0.04 0.381
C -0.25039 -2.11919 3.50159 -0.08 -0.02 -0.11 -1.187
C -0.78665 -3.35722 3.19432 0.05 0.27 -0.08 -0.533
C -1.50756 -3.48566 2.01653 -0.03 0.06 -0.04 -1.057
C -1.65786 -2.37550 1.20172 -0.08 -0.26 0.20 -0.068
N -1.10738 -1.19420 1.47032 0.04 0.10 0.47 0.786
C 2.18635 1.71138 1.07999 0.35 0.18 0.24 0.553
C 3.41967 2.31380 1.24999 -0.29 -0.04 0.08 -1.273
C 4.49500 1.88525 0.48492 -0.16 -0.24 -0.17 -0.638
C 4.28176 0.87442 -0.42838 0.01 0.03 0.22 -0.999
C 3.00709 0.33084 -0.55399 0.50 -0.15 0.41 -0.740
N 1.99065 0.71216 0.21346 -0.19 -0.14 0.00 1.123
H 1.27601 2.59801 2.82274 -0.06 -0.01 -0.16 0.428
H 0.63780 3.12222 1.24891 -0.04 -0.09 0.06 0.636
H -1.49535 2.40315 2.99733 0.00 -0.03 -0.10 0.493
H -2.11694 1.00607 2.07345 0.04 0.10 0.11 0.394
H -2.78750 4.23272 1.97773 -0.02 -0.04 0.06 0.508
H -3.42653 5.47364 -0.08715 0.01 0.10 0.01 0.432
H -2.59667 4.63199 -2.28769 0.05 0.05 -0.10 0.503
H -1.18257 2.58064 -2.34149 -0.15 0.08 0.13 0.312
H -0.07987 0.60879 3.89322 0.07 -0.04 -0.11 0.528
H 1.30532 0.10941 2.91082 -0.09 0.08 0.00 0.502
H 0.30152 -1.96072 4.41786 0.06 0.02 0.04 0.496
H -0.64711 -4.19753 3.85790 -0.01 -0.07 0.04 0.428
H -1.94831 -4.42922 1.73755 -0.08 -0.06 -0.06 0.485
H -2.24743 -2.42789 0.29834 -0.03 -0.04 -0.08 0.381
H 3.52076 3.13079 1.94993 0.02 0.03 0.09 0.499
H 5.46231 2.35443 0.59100 0.07 -0.01 -0.02 0.427
H 5.06665 0.52685 -1.07551 0.11 -0.05 -0.15 0.484
H 2.81524 -0.44302 -1.28159 0.00 0.07 0.06 0.778
C 3.52732 -3.98747 -0.79638 -0.15 0.18 0.05 -0.542
C 3.14221 -3.14981 0.24258 0.25 -0.24 0.01 -0.875
C 1.99149 -2.39796 0.14999 -0.86 0.16 -0.30 0.782
C 1.18385 -2.47633 -0.99955 2.08 -2.11 -0.05 -0.660
C 1.56422 -3.36138 -2.02891 -0.30 0.63 0.31 -0.370
C 2.72708 -4.08828 -1.92789 0.25 -0.14 0.07 -0.723
N 0.04513 -1.74421 -1.09255 -3.37 1.91 -1.15 1.384
N -0.87960 -2.15895 -1.89923 3.44 -1.25 1.16 -0.793
C -1.98831 -1.42281 -1.98223 -1.97 2.01 0.50 -0.661
C -3.09552 -1.90745 -2.70663 0.63 -0.18 0.25 -0.424
C -4.29582 -1.23581 -2.67329 -0.22 -0.01 -0.12 -0.742
C -4.42805 -0.10390 -1.88261 0.50 -0.07 0.21 -0.828
C -3.33143 0.38397 -1.16953 -0.63 0.27 0.05 -0.118
C -2.08350 -0.20366 -1.23633 1.30 -0.26 -0.47 1.508
H 4.44905 -4.54451 -0.73247 0.08 -0.08 0.03 0.417
H 3.75249 -3.08210 1.13292 0.03 0.03 0.03 0.424
H 1.69148 -1.74277 0.95891 0.02 -0.01 -0.08 -0.008
H 0.93351 -3.41181 -2.90055 0.02 -0.04 -0.15 0.490
H 3.03108 -4.73407 -2.73793 -0.02 -0.05 -0.09 0.394
H -2.98726 -2.82523 -3.26210 0.05 -0.13 -0.12 0.486
H -5.13979 -1.59941 -3.24097 -0.03 -0.06 -0.04 0.380
H -5.37647 0.40888 -1.81658 -0.09 0.02 0.01 0.452
H -3.50562 1.25279 -0.54708 0.07 0.09 -0.09 0.326
O 2.75445 1.47476 -2.75160 -0.17 -0.10 -0.44 -0.694
S 1.30878 1.62278 -2.69729 1.08 2.15 -1.33 1.133
O 0.94042 2.27558 -1.39039 -0.34 -0.28 0.19 -0.822
O 0.66513 0.25915 -2.67622 -1.56 -0.73 2.01 -0.660
O 0.73467 2.40404 -3.77458 -0.08 -0.16 -0.09 -0.720

3.
44
Properties=species:S:1:pos:R:3:forces:R:3:mulliken_charge:R:1 method="wB97M-V/def2-TZVPD" spin_multiplicity=3 gap_ev="4.98 / 6.70" e_homo_ev="-4.774 / -6.515"
O -0.30420 -4.21945 2.17329 -1.66 -0.95 -0.46 -0.546
H 0.25296 -4.99920 2.08186 -0.16 0.12 -0.04 0.326
Pd -0.00693 0.47276 -0.02862 -1.21 -0.95 2.35 0.167
N 1.18111 1.30356 -1.36413 0.60 2.18 0.39 -0.513
N 0.26233 -1.10605 -1.16543 -0.44 -2.15 0.24 0.424
O 1.67856 2.61987 -1.42451 0.31 0.75 -0.19 -0.518
O -0.32563 -2.38358 -1.06670 -0.29 -0.44 0.38 -0.606
C 1.53101 0.52078 -2.31903 0.39 -4.46 -3.12 0.656
C 0.93514 -0.88197 -2.23307 2.67 2.48 -2.99 0.304
C 2.43025 0.88489 -3.50569 -0.33 0.05 0.71 -1.672
C 1.19243 -1.87663 -3.37110 -0.35 0.30 0.57 -1.687
H 3.09627 1.71623 -3.27464 -0.18 0.05 0.16 0.439
H 1.82853 1.17615 -4.36624 -0.03 0.03 -0.13 0.296
H 3.07264 0.05571 -3.79999 -0.17 -0.12 0.05 0.387
H 0.42527 -2.64887 -3.42138 -0.02 0.06 0.25 0.413
H 2.15153 -2.37524 -3.23476 0.10 -0.05 -0.03 0.306
H 1.19172 -1.38997 -4.34606 0.10 0.17 0.13 0.393
H 1.28795 3.04032 -0.64432 0.29 -0.23 -0.42 0.284
H -0.60434 -2.41423 -0.13087 0.38 -0.17 -0.79 0.255
O -1.76855 1.03372 -1.53570 -1.49 0.11 -1.02 -0.688
H -0.84982 1.43114 -1.43798 -1.47 -0.81 -0.80 0.435
H -1.70074 0.10015 -1.16306 0.13 1.77 -1.10 0.381
C 0.50686 -3.10895 2.24803 2.38 -0.33 1.41 -0.578
H 0.03668 -2.24140 2.68883 -0.55 0.09 -0.54 0.045
H 1.10891 -2.95436 1.36394 -0.33 0.70 -0.65 0.330
H 1.26059 -3.35182 2.99749 0.46 0.33 0.31 0.419
O 1.90867 0.71202 1.30439 1.13 1.16 1.21 -0.788
H 1.92827 0.70754 0.29712 0.37 0.20 1.52 0.552
H 1.11669 1.27896 1.54232 1.85 -1.06 -0.44 0.340
N -1.25756 -0.40455 1.38199 -1.42 -1.41 2.25 -0.275
C -2.52029 0.32662 1.53749 -1.45 -0.02 0.20 -0.697
C -2.39640 1.54173 2.44431 -0.32 0.00 0.33 -0.702
C -1.06911 2.25666 2.27888 -0.15 0.84 0.99 -0.674
N -0.60815 2.32940 0.87951 -0.65 3.02 0.92 -0.387
H -0.77698 -0.40407 2.30534 -0.45 -0.40 -0.88 0.166
H -1.55737 -1.36998 1.18080 0.61 0.48 0.37 0.317
H -2.87844 0.65313 0.55013 0.28 -0.15 0.22 0.360
H -3.32054 -0.32208 1.96210 0.45 0.28 -0.27 0.439
H -3.25410 2.21326 2.22609 0.52 -0.31 0.19 0.351
H -2.46181 1.24674 3.51633 -0.12 0.17 -0.64 0.276
H -1.17132 3.27475 2.72025 0.11 -0.56 -0.18 0.358
H -0.31704 1.74468 2.91104 -0.08 0.17 -0.52 0.344
H 0.13885 3.04815 0.92609 -0.58 -0.43 -0.34 0.300
H -1.37392 2.76351 0.31564 0.76 -0.49 0.40 0.268

In g/mol, the molar mass values for the records above are, in order, 130.11, 668.72, 364.74.
In eV, the electronic energy values for the records above are, in order, -13258.08214, -62094.13742, -28387.19540.